{"formula": "C12H26FIO6S", "method": "wB97M-V/def2-TZVPD", "symbols": ["O", "S", "O", "O", "C", "I", "C", "C", "C", "F", "O", "H", "H", "H", "H", "H", "H", "C", "C", "O", "C", "C", "H", "H", "H", "H", "H", "H", "H", "H", "H", "H", "C", "C", "O", "C", "C", "H", "H", "H", "H", "H", "H", "H", "H", "H", "H"], "coordinates": [[5.399, -1.764, -2.984], [4.271, -1.432, -2.253], [4.179, -0.079, -1.899], [4.054, -2.417, -0.968], [2.783, -3.018, -1.090], [2.859, -4.934, -2.060], [2.016, -1.987, -1.883], [0.548, -2.168, -2.138], [-0.284, -1.810, -0.911], [-1.354, -1.022, -1.302], [2.869, -1.778, -3.008], [2.254, -3.152, -0.156], [2.059, -1.111, -1.229], [0.275, -1.430, -2.888], [0.272, -3.153, -2.499], [-0.701, -2.709, -0.463], [0.291, -1.243, -0.183], [0.008, 4.562, -1.534], [0.260, 3.076, -1.726], [-0.729, 2.245, -1.144], [-2.051, 2.413, -1.626], [-2.197, 2.150, -3.114], [-0.068, 4.802, -0.472], [0.824, 5.142, -1.967], [-0.919, 4.885, -2.010], [1.198, 2.808, -1.239], [0.382, 2.838, -2.788], [-2.425, 3.410, -1.366], [-2.666, 1.699, -1.078], [-1.606, 2.844, -3.714], [-3.240, 2.256, -3.415], [-1.864, 1.140, -3.355], [-1.453, -1.694, 5.459], [-0.259, -1.485, 4.544], [-0.564, -1.598, 3.166], [-1.524, -0.686, 2.658], [-1.127, 0.773, 2.811], [-1.903, -2.672, 5.282], [-1.144, -1.634, 6.503], [-2.228, -0.943, 5.299], [0.486, -2.254, 4.748], [0.223, -0.523, 4.749], [-2.504, -0.872, 3.111], [-1.625, -0.916, 1.597], [-1.019, 1.060, 3.857], [-1.883, 1.417, 2.362], [-0.172, 0.962, 2.318]], "forces_ev_per_angstrom": [[1.505, -1.888, -1.279], [-1.255, 0.854, -0.360], [-0.459, 1.320, 1.461], [0.186, 0.056, -0.542], [-0.983, -0.043, -0.194], [0.045, 0.070, 0.155], [-0.647, -0.206, 0.768], [-0.125, 0.070, -0.474], [0.000, -0.299, -0.170], [-0.184, 0.073, -0.028], [0.914, -0.062, 0.344], [0.621, -0.171, 0.579], [0.191, 0.344, -0.207], [-0.050, 0.023, -0.263], [0.161, -0.136, -0.219], [0.008, 0.006, 0.284], [-0.002, 0.049, 0.199], [-0.149, -0.001, 0.030], [0.043, 0.103, -0.086], [0.044, -0.174, 0.199], [-0.057, 0.054, -0.094], [0.123, 0.010, -0.057], [0.042, -0.001, 0.005], [0.025, -0.018, 0.015], [0.042, 0.012, -0.071], [-0.052, -0.103, 0.051], [-0.030, 0.049, -0.019], [0.007, 0.025, -0.071], [0.140, -0.050, 0.093], [-0.068, 0.059, -0.002], [-0.008, -0.015, 0.019], [-0.037, -0.020, 0.030], [-0.116, 0.019, -0.102], [-0.003, 0.069, 0.145], [0.101, -0.177, -0.200], [-0.080, 0.147, 0.014], [0.101, -0.017, 0.109], [0.028, -0.020, 0.024], [0.026, -0.019, -0.004], [0.038, 0.052, 0.055], [0.009, -0.027, -0.125], [-0.054, 0.029, 0.019], [0.008, 0.040, 0.044], [0.053, -0.102, 0.015], [-0.085, 0.015, 0.007], [0.011, -0.014, -0.043], [-0.028, 0.014, -0.053]], "homo_lumo_gap_ev": 9.8, "multiplicity": 1, "e_lumo_ev": 0.127}


{"formula": "C12H26FeO7", "method": "wB97M-V/def2-TZVPD", "symbols": ["Fe", "C", "C", "O", "H", "H", "H", "H", "H", "C", "C", "O", "H", "H", "H", "H", "H", "C", "C", "O", "H", "H", "H", "H", "H", "C", "C", "O", "H", "H", "H", "H", "H", "C", "C", "C", "O", "C", "O", "O", "H", "H", "H", "H", "H", "H"], "coordinates": [[1.907, 21.964, 23.241], [-0.502, 23.394, 21.048], [-0.032, 21.958, 20.921], [0.545, 21.476, 22.066], [-1.133, 23.559, 21.930], [-1.123, 23.740, 20.209], [0.321, 24.110, 21.121], [0.698, 21.924, 20.084], [-0.836, 21.280, 20.591], [5.354, 20.493, 22.363], [4.208, 19.768, 23.093], [3.160, 20.591, 23.376], [6.146, 19.799, 22.068], [5.767, 21.294, 22.969], [4.947, 20.935, 21.448], [4.634, 19.377, 24.035], [3.846, 18.955, 22.447], [4.243, 25.143, 23.548], [3.660, 24.466, 22.309], [2.792, 23.468, 22.632], [5.070, 24.538, 23.933], [3.470, 25.305, 24.298], [4.721, 26.105, 23.322], [4.516, 24.064, 21.726], [3.222, 25.195, 21.603], [-0.082, 22.419, 26.953], [0.129, 22.942, 25.544], [1.110, 22.246, 24.897], [-0.253, 21.336, 26.985], [-0.931, 22.915, 27.430], [0.827, 22.536, 27.552], [0.436, 23.999, 25.659], [-0.820, 22.902, 24.986], [5.999, 21.233, 26.378], [5.456, 22.523, 25.802], [4.047, 22.917, 26.248], [4.248, 24.230, 26.829], [5.538, 24.592, 26.743], [5.982, 25.580, 27.235], [6.261, 23.670, 26.064], [5.272, 20.459, 26.128], [6.132, 21.288, 27.461], [6.960, 20.995, 25.923], [5.424, 22.398, 24.721], [3.618, 22.281, 27.021], [3.343, 23.014, 25.432]], "forces_ev_per_angstrom": [[0.150, -0.046, -0.442], [-0.739, 0.825, 0.009], [0.618, 0.011, -0.684], [-0.012, -0.238, 0.430], [0.168, -0.300, 0.073], [0.164, -0.307, -0.140], [0.179, -0.275, 0.096], [-0.103, 0.060, 0.054], [-0.225, 0.209, 0.194], [-0.500, -0.260, -0.427], [0.392, 0.450, -0.185], [-0.434, 0.498, 0.567], [0.049, 0.004, 0.135], [0.085, 0.076, 0.089], [0.073, 0.084, 0.064], [-0.133, -0.398, -0.169], [0.294, -0.309, 0.175], [0.442, 0.313, -0.285], [0.829, -0.001, -0.496], [-0.582, -0.214, 0.095], [-0.336, -0.119, 0.257], [0.054, -0.060, 0.088], [-0.238, 0.016, -0.128], [-0.070, -0.019, 0.113], [-0.293, 0.091, 0.357], [0.077, -0.633, 0.373], [0.053, 0.344, 0.095], [0.714, -0.545, 0.019], [-0.237, 0.113, -0.340], [0.111, 0.068, 0.132], [-0.101, 0.375, -0.008], [-0.308, 0.071, -0.204], [-0.031, 0.131, 0.051], [0.051, 0.425, 0.174], [-0.483, -0.633, -1.037], [0.183, 0.611, 0.453], [0.098, -0.181, 0.024], [-0.309, -0.347, 0.162], [0.260, 0.278, -0.134], [0.054, 0.170, 0.578], [0.098, -0.130, 0.065], [-0.107, -0.012, 0.010], [-0.020, -0.076, -0.013], [0.085, 0.072, -0.086], [0.083, -0.099, -0.038], [-0.104, -0.093, -0.117]], "total_charge": -1, "homo_lumo_gap_ev": [8.6, 8.4], "multiplicity": 6, "s2": 8.761, "e_lumo_ev": [3.101, 3.097]}


{"formula": "C12H26N2O24S5", "method": "wB97M-V/def2-TZVPD", "symbols": ["C", "N", "O", "O", "H", "H", "H", "C", "N", "O", "O", "H", "H", "H", "O", "S", "O", "O", "C", "C", "O", "H", "H", "H", "H", "O", "S", "O", "O", "C", "C", "O", "H", "H", "H", "H", "O", "S", "O", "O", "C", "C", "O", "H", "H", "H", "H", "O", "S", "O", "O", "C", "C", "O", "H", "H", "H", "H", "O", "S", "O", "O", "C", "C", "O", "H", "H", "H", "H"], "coordinates": [[-10.250, -21.073, -3.964], [-9.713, -21.852, -2.826], [-8.698, -22.556, -2.963], [-10.409, -21.761, -1.837], [-10.182, -20.031, -3.649], [-11.271, -21.433, -4.088], [-9.666, -21.233, -4.870], [-14.279, -23.004, -9.802], [-15.500, -23.338, -10.655], [-16.303, -24.026, -10.188], [-15.530, -22.829, -11.747], [-13.846, -22.069, -10.157], [-13.627, -23.871, -9.907], [-14.618, -22.880, -8.773], [-10.367, -28.436, 3.712], [-8.948, -28.926, 3.880], [-8.506, -29.838, 4.962], [-8.323, -29.267, 2.459], [-8.056, -28.105, 1.673], [-7.517, -27.173, 2.650], [-7.955, -27.594, 3.989], [-7.219, -28.321, 1.010], [-8.909, -27.680, 1.144], [-7.494, -26.118, 2.378], [-6.492, -27.536, 2.729], [-7.609, -14.557, -4.004], [-8.335, -13.756, -3.027], [-8.341, -14.110, -1.605], [-7.978, -12.148, -3.139], [-8.635, -11.498, -4.200], [-9.987, -12.271, -4.371], [-9.902, -13.569, -3.764], [-8.584, -10.418, -4.064], [-8.114, -11.520, -5.157], [-10.215, -12.156, -5.430], [-10.839, -11.864, -3.827], [-4.350, -25.458, -5.871], [-4.826, -25.986, -7.101], [-3.958, -26.714, -8.019], [-6.179, -26.956, -6.831], [-7.040, -27.003, -7.964], [-6.750, -25.733, -8.773], [-5.762, -24.985, -8.081], [-6.719, -27.868, -8.544], [-8.033, -27.148, -7.538], [-7.547, -25.020, -8.986], [-6.321, -25.976, -9.746], [-8.123, -16.263, -10.710], [-7.763, -15.129, -11.562], [-8.714, -14.103, -11.992], [-6.360, -14.524, -10.841], [-5.245, -14.577, -11.718], [-5.748, -15.036, -13.101], [-6.940, -15.683, -12.924], [-4.769, -13.604, -11.835], [-4.407, -15.174, -11.359], [-5.083, -15.726, -13.621], [-5.846, -14.201, -13.795], [-14.531, -27.025, -3.164], [-15.533, -27.095, -2.077], [-16.008, -25.878, -1.394], [-16.776, -28.245, -2.177], [-17.051, -28.819, -0.958], [-15.831, -28.623, -0.077], [-14.913, -28.079, -0.901], [-17.852, -28.205, -0.546], [-17.460, -29.803, -1.190], [-15.361, -29.524, 0.319], [-15.957, -28.026, 0.826]], "forces_ev_per_angstrom": [[0.427, 0.067, -0.573], [0.732, -1.182, -0.216], [-1.613, 1.281, 0.328], [0.666, -0.334, 0.325], [-0.332, -0.099, -0.140], [0.081, 0.370, 0.019], [0.045, -0.105, 0.272], [-0.417, 0.025, -0.046], [3.544, 2.970, -0.440], [-3.183, -2.899, 1.769], [-0.049, 0.279, -1.040], [0.015, -0.375, -0.187], [0.100, 0.257, 0.088], [-0.015, -0.255, -0.145], [4.271, -2.077, 0.631], [-0.986, 2.589, 1.673], [-1.560, 2.041, -3.394], [-0.738, -1.877, -0.484], [-0.769, -0.066, -0.901], [2.684, -0.471, 2.312], [-1.764, 0.197, -0.067], [-0.593, -0.442, -0.374], [-0.344, -0.721, -0.016], [-0.721, -0.027, 0.626], [0.509, 0.864, -0.018], [-0.812, 1.424, 1.871], [-0.675, -0.127, -0.830], [-0.379, 0.925, -3.316], [0.538, -1.537, 0.746], [-0.491, -0.549, -0.886], [-0.551, 1.640, 0.918], [2.649, -0.135, 0.681], [-0.946, -0.078, 0.964], [0.556, -1.014, 0.022], [-0.115, -1.270, -0.118], [0.224, 0.714, -0.055], [-0.698, 0.214, -0.956], [-2.219, -2.419, -3.090], [-0.952, 1.268, 1.628], [1.902, 1.080, 0.965], [0.695, -0.389, 0.245], [0.380, 0.466, -0.855], [1.693, 0.196, 2.095], [-0.409, -0.069, -0.120], [-0.033, 0.271, -0.383], [-0.307, -0.300, 0.495], [-0.048, -0.323, -0.022], [0.145, 2.401, -2.057], [0.976, -0.821, 0.191], [2.073, -1.983, 1.198], [-1.518, -0.224, -0.936], [0.944, 0.473, -0.943], [1.543, 0.786, -0.582], [-2.918, -0.518, 1.899], [-0.515, 0.374, 0.172], [-0.628, -0.662, 0.496], [0.192, -0.154, 0.408], [-0.296, 0.327, 0.157], [-3.437, -0.563, 2.505], [0.982, -0.516, 2.407], [0.586, -2.439, -2.108], [1.600, 2.504, -3.711], [-1.986, 0.614, 1.364], [-0.177, -1.516, 1.748], [3.178, 2.439, -2.416], [-0.341, -0.344, 0.362], [0.537, -0.194, 0.379], [-0.279, -0.415, -0.314], [-0.651, 0.438, -0.220]], "smiles": "C[N+](=O)[O-].C[N+](=O)[O-].O=S1(=O)OCCO1.O=S1(=O)OCCO1.O=S1(=O)OCCO1.O=S1(=O)OCCO1.O=S1(=O)OCCO1", "homo_lumo_gap_ev": 11.0, "multiplicity": 1, "e_lumo_ev": 0.050}


{"formula": "C12H26N2O4", "method": "wB97M-V/def2-TZVPD", "symbols": ["C", "O", "H", "H", "H", "H", "C", "O", "H", "H", "H", "H", "C", "O", "H", "H", "H", "H", "C", "O", "H", "H", "H", "H", "N", "C", "C", "C", "C", "H", "H", "H", "H", "H", "N", "C", "C", "C", "C", "H", "H", "H", "H", "H"], "coordinates": [[-0.300, 4.220, 0.577], [0.131, 5.109, 1.603], [0.380, 3.396, 0.361], [-1.233, 3.679, 0.733], [-0.488, 4.829, -0.308], [0.943, 5.436, 1.208], [-1.388, 2.870, -2.349], [-2.310, 3.431, -3.294], [-0.730, 2.251, -2.959], [-0.903, 3.692, -1.822], [-2.019, 2.270, -1.694], [-3.160, 3.231, -2.895], [-0.233, 0.406, -0.297], [-1.427, -0.237, -0.782], [0.455, 0.524, -1.134], [-0.360, 1.460, -0.047], [0.047, -0.190, 0.571], [-1.371, -1.188, -0.904], [-2.784, -0.996, 2.378], [-2.105, -0.356, 3.423], [-3.749, -1.323, 2.766], [-2.824, -0.356, 1.496], [-2.234, -1.835, 1.952], [-1.745, -1.002, 4.035], [-1.769, -3.459, -1.846], [-1.262, -3.267, -0.583], [0.070, -2.957, -0.795], [0.285, -2.642, -2.084], [-0.893, -2.906, -2.700], [-2.754, -3.639, -1.977], [-1.843, -3.507, 0.294], [0.837, -3.033, -0.039], [1.179, -2.342, -2.611], [-1.263, -2.762, -3.704], [3.611, -1.031, 2.432], [4.709, -0.527, 1.852], [4.408, -0.518, 0.526], [3.069, -1.019, 0.220], [2.615, -1.290, 1.517], [3.507, -1.166, 3.428], [5.532, -0.223, 2.483], [5.136, -0.134, -0.173], [2.577, -1.241, -0.715], [1.659, -1.659, 1.859]], "forces_ev_per_angstrom": [[-0.581, -0.033, -0.653], [-0.131, -0.741, -0.169], [0.590, 0.305, -0.005], [-0.216, 0.503, 0.907], [0.192, -0.180, -0.305], [0.226, 0.360, 0.465], [-0.843, 0.071, -0.724], [-0.497, 0.272, -0.021], [0.398, -0.055, 0.622], [0.279, -0.440, -0.048], [0.818, -0.323, 0.427], [-0.218, 0.306, -0.463], [-0.776, -1.155, -0.709], [-0.979, 2.051, -0.177], [0.753, -0.812, 0.192], [-1.011, -0.262, 0.480], [0.961, 0.487, -0.112], [0.831, 0.059, 0.376], [0.189, -0.338, -0.266], [0.462, 0.790, 0.068], [-0.299, -0.126, -0.595], [-0.493, 0.508, 0.353], [0.074, -0.495, 0.402], [0.088, -0.295, 0.042], [-1.036, 1.424, 1.638], [0.805, -1.764, -0.067], [0.158, -0.336, 4.347], [0.470, 0.200, -2.932], [-1.082, -0.561, -2.963], [0.145, 0.242, -0.425], [0.299, -0.200, -0.020], [-0.133, 0.437, 0.256], [0.015, 0.104, 0.291], [0.510, -0.008, -0.217], [-1.892, -0.506, 0.864], [-0.568, -0.220, -0.263], [0.722, 0.489, -2.340], [1.683, 0.268, 3.191], [0.146, -0.279, -0.590], [-0.233, 0.030, -0.167], [0.129, 0.035, -0.489], [-0.133, -0.088, -0.382], [0.113, 0.336, 0.137], [0.063, -0.062, 0.045]], "total_charge": -1, "homo_lumo_gap_ev": [1.9, 8.7], "multiplicity": 2, "s2": 0.750, "e_lumo_ev": [2.857, 2.808]}